17
Properties=species:S:1:pos:R:3:forces:R:3:lowdin_spin:R:1 method="wB97M-V/def2-TZVPD" lumo_ha="-0.22941 / -0.32880" spin_multiplicity=2 gap_ev="5.5 / 2.8" homo_energy_ha="-0.4323 / -0.4315" total_charge=+1 s_squared=0.758
N 2.09925 -0.64372 -2.94027 -3.04 -1.12 2.57 0.00
N -1.64474 0.65152 1.41389 -1.81 1.49 4.87 0.68
N 2.16788 -0.63033 -0.31513 2.14 0.42 1.00 0.00
C 1.43273 -0.82716 -1.54154 1.44 1.90 -2.04 0.00
C -3.06246 0.71932 0.97379 -0.74 -1.23 -0.72 0.09
C -1.25731 0.92037 2.62315 1.02 -1.39 -2.81 0.11
H 0.70759 -0.01539 -1.49140 -0.66 -0.50 -0.69 0.00
H -2.94461 0.36041 -0.04743 -0.82 1.23 -0.49 0.00
H 2.36884 -1.44131 0.27167 0.00 0.11 -0.75 0.00
H -3.53668 1.72249 1.25835 1.16 -0.85 -0.92 0.04
H 1.07757 -1.79022 -1.67019 -1.38 -1.78 0.67 0.00
H 2.87885 -1.22042 -3.02772 1.53 -1.51 -0.10 0.00
H -1.58130 1.66967 3.33587 -0.75 0.53 -0.37 0.04
H 3.05322 -0.05983 -0.38395 -1.53 -0.90 -0.11 0.00
H -3.81755 -0.02371 1.39526 1.65 0.52 0.34 0.00
H 2.44441 0.23369 -2.82212 1.44 3.40 -0.48 0.00
H -0.38569 0.37461 2.96778 0.35 -0.31 0.02 0.03



17
Properties=species:S:1:pos:R:3:forces:R:3:nbo_charge:R:1 method="wB97M-V/def2-TZVPD" lumo_ha="-0.47363 / -0.47293" smiles="C/[NH+]=[N+](/C)CN" spin_multiplicity=1 gap_ev="7.1 / 7.2" homo_energy_ha="-0.7358 / -0.7367" total_charge=+2
N 1.11522 -1.37952 0.19792 -0.05 -2.20 -0.93 -0.74
N -0.59960 0.12435 -0.17004 0.11 -0.06 0.82 0.11
N 0.26865 0.85934 0.39842 -4.08 3.32 1.79 -0.08
C 1.51591 1.17961 -0.10787 0.44 1.75 -1.91 -0.49
C -2.02259 0.33295 0.14088 0.80 -2.54 -1.57 -0.44
C -0.16376 -1.33117 -0.36199 2.53 -0.86 -1.47 -0.11
H 1.85865 -2.09011 0.03069 -1.27 0.46 -0.25 0.48
H 1.13447 -0.99524 1.10773 0.48 -0.04 1.38 0.38
H 2.03684 1.78658 0.60296 0.58 0.04 0.39 0.29
H -0.15622 -1.75056 -1.38363 0.06 0.70 -0.20 0.32
H -1.00634 -1.90836 0.02490 -0.15 0.33 1.04 0.31
H -2.12324 0.65239 1.11800 -0.54 0.15 2.33 0.26
H -2.42727 -0.61680 -0.19306 -0.70 -0.19 1.07 0.26
H -0.12793 1.47014 1.23995 0.81 -1.00 -2.19 0.48
H 1.37983 1.80906 -1.09455 -0.01 -1.02 1.54 0.35
H 1.96504 0.27528 -0.45429 1.02 -0.85 -0.36 0.31
H -2.55576 0.97368 -0.48292 -0.02 2.01 -1.50 0.30



Across the entries above, electronic energy takes the values -284.723048; -284.308797 Eh, respectively.